The following is a quantum chemistry calculation of a cluster of 2 separate species, C5H10N2O4 in total, from the Open Molecules 2025 dataset.

Positions of all 21 atoms, in Å:
C (-0.955, -2.154, 1.365)
C (-0.814, -1.512, -0.170)
C (0.278, -0.541, -0.445)
N (0.601, -0.401, -1.649)
O (-0.122, -0.835, -2.558)
O (1.753, 0.347, -1.893)
H (-1.712, -2.998, 1.308)
H (-1.254, -1.419, 2.057)
H (-0.038, -2.524, 1.716)
H (-0.542, -2.416, -0.707)
H (-1.801, -1.188, -0.450)
H (1.059, -0.155, 0.266)
H (2.583, -0.093, -1.837)
C (0.866, 2.415, -0.525)
C (-0.286, 1.827, 0.008)
N (-0.304, 1.490, 1.410)
O (-1.407, 1.493, 1.942)
O (0.760, 1.347, 1.992)
H (1.580, 2.598, 0.143)
H (0.984, 2.897, -1.440)
H (-1.228, 1.822, -0.535)

Strongest force on any atom (eV Å⁻¹): 6.07
SMILES string: CC/C=[N+](\[O-])O.C=C[N+](=O)[O-]
Energy above the lowest of the compared OMol25 structures with the same formula, charge and spin (eV): 9.5347
LUMO (eV): -0.807
Frontier orbital gap (eV): 8.10